No. 1
ORCA calculation (ωB97M-V with the def2-TZVPD basis set) on C19H13F3N6OS as an isolated structure.

XYZ file:
```
43
Properties=species:S:1:pos:R:3:mulliken_charge:R:1
O -0.97995 -2.21752 -1.45502 -0.5912
C -0.35279 -2.30916 -0.46133 0.5583
N 0.82867 -1.60542 -0.14210 0.3295
C 1.39131 -0.74203 -0.86799 0.5908
C 0.68185 -0.05554 -1.88081 -1.3949
C 1.26133 1.05876 -2.32606 -0.6293
C 2.57721 1.23760 -1.99249 -0.2978
C 3.34324 0.55199 -1.42897 -0.6160
C 2.65743 -0.48104 -0.74944 0.7664
C 3.53524 -1.49114 0.20277 0.7460
F 3.30073 -2.53156 -0.15217 -0.1877
F 3.00680 -1.33177 1.40972 -0.2470
F 4.82893 -1.37225 0.10708 -0.3447
H 4.44271 0.76296 -1.10877 0.2782
H 3.16796 2.15571 -2.78645 -0.0224
H 0.69618 1.75236 -2.92612 0.4596
H -0.35673 -0.20846 -1.85087 0.5413
H 1.02248 -1.98917 0.86558 0.3758
C -0.94920 -3.04774 0.61778 -1.2868
H -0.67691 -4.11842 0.74696 0.5066
H -0.88758 -2.70976 1.56002 0.5343
S -2.96922 -3.23730 0.66019 -0.1673
C -3.26736 -1.53796 0.35398 0.8430
N -2.37854 -0.73687 0.70548 -0.4954
N -2.60436 0.64830 0.02957 0.4136
C -1.73132 1.61013 0.33112 0.4490
N -2.48990 2.43467 -0.12072 0.0920
N -3.67221 2.39324 -0.50797 -1.3291
C -3.88319 0.89843 -0.14128 0.3816
C -4.80257 -0.04323 -0.37802 -0.6426
C -4.55458 -1.19459 -0.21206 -0.3865
H -5.32257 -2.11563 -0.42281 0.1892
H -5.75590 0.37127 -0.80976 0.3589
C -0.49362 1.51875 0.85332 0.8637
N -0.11898 0.58890 1.67949 -0.3950
C 1.16183 0.92435 2.24482 -0.1516
C 2.04403 1.75418 1.78057 -0.1799
C 1.61561 2.79416 1.37468 -0.4106
C 0.32899 2.77962 0.58356 -0.6468
H -0.14712 3.63983 0.01811 0.3072
H 2.36411 3.51717 1.04573 0.3257
H 2.85640 1.81592 2.64520 0.2055
H 1.28159 -0.13172 2.90547 0.3062
```

electronic energy: -49871.626 eV
frontier orbital gap: 7.70 eV
maximum force: 19.8 eV/Å


No. 2
ORCA calculation (ωB97M-V with the def2-TZVPD basis set) on C19H13F5O2S2Sr as an isolated structure.

XYZ file:
```
42
Properties=species:S:1:pos:R:3:mulliken_charge:R:1
O 1.81415 2.13921 1.13156 -0.4619
C 0.63755 1.93954 0.77545 0.0899
C -0.16134 0.60536 1.22619 -0.1586
C 0.56093 -0.76160 1.16376 -0.6722
C -0.25440 -2.01706 1.56872 0.4674
C 0.49192 -3.44941 1.45173 -0.8630
C 0.74568 -3.69160 -0.14678 -0.7894
C 2.22111 -3.22155 -0.58274 -1.0050
C 2.29197 -2.48343 -1.99567 0.7253
F 1.12944 -2.65087 -2.80065 -0.2694
F 3.38071 -3.08945 -2.71636 -0.2953
C 2.61776 -0.91781 -1.93060 0.6198
F 3.54134 -0.55050 -0.93145 -0.2399
F 1.38325 -0.20494 -1.79880 -0.2018
F 3.17177 -0.45831 -3.16292 -0.2429
C -1.75847 -1.80190 2.06058 -1.7428
C -2.47336 -0.40815 2.11646 0.1009
S -4.23037 -0.18091 2.63925 -0.2176
C -1.65109 0.82738 1.67314 0.1586
C -2.22929 2.33825 1.61938 0.1975
O -3.02303 2.79823 2.47368 -0.4535
C -1.73517 3.18566 0.34322 0.4471
C -2.63450 4.15378 -0.45318 -0.6751
C -1.98153 4.84890 -1.69292 -0.4012
C -0.51866 4.61111 -2.15512 -0.3937
C 0.40695 3.65381 -1.33191 -0.0244
S 2.18466 3.31857 -1.81093 -0.1758
C -0.23944 2.96376 -0.10593 0.2910
H 1.63741 -0.80994 0.80194 0.6242
H 1.51468 -3.43928 1.99127 0.4169
H -0.21921 -4.24613 1.87895 0.4369
H 0.58102 -4.80288 -0.41505 0.4147
H -0.09936 -3.11601 -0.68064 0.4511
H 2.71572 -2.61703 0.26080 0.4643
H 2.85055 -4.18132 -0.68059 0.3855
H -2.34370 -2.77669 2.36284 1.6002
H -4.97034 0.31501 1.54832 0.2528
H -3.71519 4.32687 -0.13288 0.3915
H -2.61536 5.55077 -2.33614 0.3350
H -0.04829 5.09978 -3.07793 0.3853
H 2.21392 2.08168 -2.45679 0.1617
Sr -1.19038 -2.88088 4.30874 1.8658
```

electronic energy: -60076.190 eV
frontier orbital gap: 4.47 eV
maximum force: 4.8 eV/Å
net charge: +2


No. 3
ORCA calculation (ωB97M-V with the def2-TZVPD basis set) on C19H13F6N6O4RbS4 as an isolated structure.

XYZ file:
```
53
Properties=species:S:1:pos:R:3:mulliken_charge:R:1
Rb 0.98654 -0.01861 -1.13463 1.1049
F 5.74296 0.42520 -2.69628 -0.2180
C 5.60256 0.95997 -1.48529 0.4977
F 5.99584 2.22563 -1.52088 -0.2128
F 6.36902 0.29055 -0.62851 -0.2034
S 3.84031 0.83508 -0.95404 1.0336
O 3.57780 -0.58283 -1.01228 -0.6896
O 3.71327 1.47754 0.31936 -0.6214
N 3.09429 1.58006 -2.12850 -0.5629
S 2.15229 2.80873 -1.78842 1.0944
O 2.80435 4.00198 -1.36410 -0.5961
O 0.95130 2.39804 -1.09561 -0.6296
C 1.54157 3.10566 -3.50865 0.6146
F 0.60214 4.04648 -3.46949 -0.2114
F 2.51464 3.49972 -4.31609 -0.2083
F 0.99274 1.98774 -4.00330 -0.2263
N -3.45223 -2.71164 -0.90278 0.0593
C -4.10860 -1.49723 -0.91004 0.3900
C -5.45122 -1.14244 -0.85437 -1.2074
C -5.73830 0.20855 -0.87803 -0.4043
C -4.72443 1.17631 -0.95419 -0.6200
C -3.39385 0.81872 -1.01209 -0.6861
C -3.08531 -0.54092 -0.99280 0.6860
N -1.85451 -1.16872 -1.03512 -0.0601
C -2.11138 -2.44559 -0.97608 0.2915
C -1.08082 -3.48096 -0.97854 -0.3310
C -1.26337 -4.82930 -0.89691 -0.3396
S 0.24059 -5.63478 -0.94333 -0.1591
C 1.02519 -4.10709 -1.07310 -0.3758
N 0.23140 -3.08822 -1.07317 0.1555
H -3.87653 -3.61950 -0.84293 0.1924
H -6.24021 -1.88065 -0.79262 0.3864
H -6.77044 0.52971 -0.83561 0.3752
H -4.99538 2.22353 -0.96560 0.4055
H -2.60244 1.55543 -1.06811 0.4591
H -2.17948 -5.39124 -0.81808 0.3379
H 2.10050 -4.02972 -1.15543 0.4907
N 1.57369 -2.65482 2.31555 -0.4014
C 1.18686 -1.40830 2.72403 0.2987
N 0.82726 -0.47004 1.92372 0.0617
C 0.46029 0.66901 2.62870 -0.3921
C 0.04981 1.87029 2.06255 -0.0102
C -0.26226 2.93161 2.89291 -0.8912
C -0.17852 2.80839 4.27948 -0.4492
C 0.22789 1.61878 4.86115 -0.5337
C 0.54583 0.56055 4.02413 0.8748
S 1.10839 -1.03532 4.44450 -0.3309
H 1.85123 -2.70044 1.34732 0.1598
H 2.14488 -3.18427 2.95177 0.2559
H 0.00576 1.96683 0.98591 0.1627
H -0.56792 3.87344 2.45698 0.4250
H -0.42479 3.65151 4.91109 0.3670
H 0.30082 1.51757 5.93588 0.3914
```

electronic energy: -97347.824 eV
frontier orbital gap: 8.12 eV
energy above the lowest of the compared OMol25 structures with the same formula, charge and spin: 0.7875 eV
maximum force: 3.0 eV/Å


No. 4
ORCA calculation (ωB97M-V with the def2-TZVPD basis set) on C19H14BaFN4O4S3 as an isolated structure.

XYZ file:
```
46
Properties=species:S:1:pos:R:3:mulliken_charge:R:1
Ba 9.85834 8.69372 13.07590 1.6083
C 7.50607 8.52789 16.45390 -0.3851
C 7.52999 9.86949 15.97723 -0.2250
C 7.05729 9.92114 14.64911 -0.7499
C 6.87787 8.60480 14.24459 -1.0927
C 7.06973 7.71700 15.41419 -0.4961
H 7.75783 8.24229 17.48876 0.3653
H 7.76929 10.74539 16.54248 0.4096
H 7.03882 10.83623 14.03503 0.3908
H 6.48739 8.27595 13.30268 0.6138
H 6.81288 6.66861 15.49290 0.3934
S 8.83944 7.57729 6.35584 -0.3380
C 9.26236 7.48377 7.96146 0.2038
S 10.47754 6.40563 8.49628 -0.1555
C 10.55484 7.07641 10.11258 0.1684
N 9.57428 7.98875 10.33177 -0.3973
N 8.89880 8.19875 9.13785 0.1866
C 8.11127 9.37128 8.98936 0.2320
C 8.49361 10.55403 9.67573 -0.1801
C 7.76764 11.70659 9.49799 -0.6896
C 6.58497 11.72433 8.77208 -0.3253
C 6.07375 10.54452 8.23685 -0.6803
C 6.87711 9.39014 8.26496 -0.3005
S 11.70181 6.55865 11.19226 -0.5224
H 9.37136 10.58462 10.33451 0.5109
H 8.09477 12.66745 9.86632 0.3596
H 5.96351 12.66098 8.65869 0.2744
H 5.09006 10.52937 7.80867 0.4065
H 6.63391 8.49162 7.67055 0.2661
F 15.12159 4.54869 14.48761 -0.2925
C 15.01543 5.61134 15.32118 0.2017
C 14.25183 6.68400 15.01258 -0.2904
N 14.16108 7.82630 15.79615 0.1976
C 13.72197 9.03208 15.08767 -0.8081
C 12.32413 8.89424 14.47557 1.0936
O 11.83746 9.90400 13.81205 -0.9941
O 11.60684 7.85356 14.73319 -0.8397
C 14.53896 7.76688 17.13350 0.4785
O 14.33721 8.67716 17.96969 -0.6679
N 15.15168 6.58492 17.50686 -0.0859
C 15.59479 5.51466 16.65987 0.1902
O 16.30830 4.60367 17.04871 -0.6059
H 13.66428 6.77575 14.11634 0.6125
H 14.39829 9.29414 14.27697 0.3165
H 13.69704 9.91948 15.73686 0.3777
H 15.55401 6.63700 18.45758 0.2650
```

electronic energy: -70001.569 eV
frontier orbital gap: 6.26 eV
maximum force: 3.0 eV/Å
net charge: -1


No. 5
ORCA calculation (ωB97M-V with the def2-TZVPD basis set) on C19H14Cl2N4O2Sc as an isolated structure.

XYZ file:
```
42
Properties=species:S:1:pos:R:3:mulliken_charge:R:1
Sc 0.12730 0.00284 0.68828 0.5276
O -3.70150 -0.87923 1.84548 -0.6484
C -2.59223 -0.86719 1.35098 -0.3592
N -1.88706 0.19150 0.85400 0.0057
C -2.39480 1.52835 0.88516 0.5072
C -3.72204 1.88580 1.07191 -0.5923
C -4.06792 3.23141 1.10050 -0.6888
C -3.10095 4.20901 0.95549 -0.6797
C -1.76686 3.86413 0.77584 -0.6151
C -1.40934 2.52459 0.73184 0.4782
N -0.08374 2.01871 0.58074 0.0140
C 1.02050 2.79384 0.82196 -0.0023
O 1.07747 3.97155 1.09944 -0.6677
C 2.32934 2.00903 0.77632 0.6741
C 3.51665 2.67305 1.02844 -0.6082
C 4.69775 1.95299 1.00178 -0.3102
C 4.65594 0.58875 0.74312 -0.7274
C 3.42995 -0.00603 0.53787 -0.0269
N 2.28047 0.68717 0.55753 -0.0404
C -1.82469 -2.18496 1.28556 0.7650
C -2.46428 -3.37246 1.58241 -0.5609
C -1.74977 -4.55540 1.51476 -0.3230
C -0.40731 -4.51794 1.16652 -0.7294
C 0.16591 -3.29295 0.89382 -0.0653
N -0.52682 -2.14748 0.93958 0.0472
H -4.47516 1.12552 1.19297 0.4749
H -5.10401 3.50772 1.24191 0.3978
H -3.37634 5.25458 0.98390 0.3984
H -1.01456 4.62720 0.66966 0.4773
H 3.47627 3.73415 1.22723 0.4939
H 5.64395 2.44464 1.18401 0.4548
H 5.55583 -0.00776 0.70885 0.4117
H 3.35626 -1.07160 0.35488 0.3953
H -3.50868 -3.33469 1.85891 0.5083
H -2.23254 -5.49908 1.73058 0.4671
H 0.18818 -5.41719 1.10687 0.4316
H 1.21405 -3.22058 0.62750 0.3887
Cl -0.28498 -2.30203 4.35728 -0.0988
C -0.78699 -0.63179 4.21646 -0.0695
Cl 0.43536 0.36896 3.34080 0.0224
H -0.86472 -0.18797 5.20151 0.4410
H -1.71787 -0.55865 3.66328 0.0311
```

electronic energy: -75729.157 eV
frontier orbital gap: 6.90 eV
energy above the lowest of the compared OMol25 structures with the same formula, charge and spin: 0.0748 eV
maximum force: 0.7 eV/Å
net charge: +1